A 7-piece molecular cluster, C36H90N12O13P4 overall in a non-equilibrium geometry, computed with the ωB97M-V functional and the def2-TZVPD basis.

As for the net charge: 0. As for the energy: -120443.50577 eV. Its SMILES is CN(C)P(=O)(N(C)C)N(C)C.CN(C)P(=O)(N(C)C)N(C)C.CN(C)P(=O)(N(C)C)N(C)C.CN(C)P(=O)(N(C)C)N(C)C.C[C@H]1COC(=O)O1.C[C@H]1COC(=O)O1.C[C@H]1COC(=O)O1.

Each line ends with the Mulliken charge.
Positions of all 155 atoms, in Å:
P: -0.1968 -5.9714 -8.4681  0.467
P: -2.7015 -0.1826 -0.3741  0.156
P: -2.8139 7.7707 3.9166  0.396
P: 5.7896 3.5212 2.0880  0.243
O: 4.1034 -1.4442 -1.4017  -0.340
O: -6.0449 -4.3472 5.7344  -0.365
O: -8.1942 -4.2693 5.3935  -0.271
O: 0.8109 -5.3779 2.1171  -0.405
O: 0.4400 -5.2493 4.3075  -0.317
O: 2.5700 -5.6280 3.6231  -0.573
O: 5.4960 -2.7632 -0.6131  -0.425
O: -0.3921 -6.4466 -7.0377  -0.814
O: 4.7932 4.1863 1.2415  -0.903
O: -2.1688 -0.0430 1.0041  -0.884
O: -7.4976 -6.3362 5.6360  -0.606
O: -3.9749 8.6356 3.6402  -0.831
O: 5.7168 -2.1766 -2.7473  -0.595
N: 6.9334 2.5389 1.3190  0.528
N: -1.6498 -5.7502 -9.3444  0.194
N: 0.6497 -6.9907 -9.5163  0.206
N: -3.3342 -1.7370 -0.7065  0.526
N: -1.4771 8.7170 4.3755  0.174
N: 0.7428 -4.4709 -8.5132  0.341
N: 5.1744 2.5567 3.3750  0.375
N: -4.1254 0.7808 -0.5949  0.276
N: -2.8141 6.6576 5.2223  0.204
N: 6.5254 4.7114 2.9678  0.301
N: -2.4048 6.7499 2.5446  0.371
N: -1.5844 0.3904 -1.5704  0.308
C: 3.8518 2.6482 3.8277  -1.085
C: -1.4185 5.7041 2.4073  -1.316
C: -2.0230 0.3560 -2.9833  -0.981
C: 1.8844 -4.2643 -7.6126  -1.233
C: -3.1133 6.9202 1.2413  -1.212
C: -7.2728 -5.0836 5.5582  0.687
C: 5.5461 -2.2373 1.7586  -0.914
C: -2.8775 -5.4500 -8.5937  -1.044
C: 3.8453 -1.5294 -0.0111  -0.195
C: 0.4776 -8.4739 -9.5591  -1.005
C: -2.8214 7.2619 6.5674  -1.019
C: 4.6932 -2.4890 0.5071  0.406
C: -0.1275 8.1714 4.3050  -0.995
C: -0.8843 -6.9462 1.9163  -1.337
C: 5.8165 5.7706 3.7964  -1.120
C: 0.3333 -3.2338 -9.1631  -1.006
C: 6.8312 2.2176 -0.1448  -1.156
C: 7.7139 5.2947 2.3672  -1.228
C: -0.5749 -5.4464 2.1537  0.409
C: 1.4515 -6.4699 -10.6054  -1.068
C: -3.0911 -2.4673 -2.0060  -1.248
C: -6.4380 -2.9394 5.9214  0.503
C: -3.3633 5.2683 5.2210  -0.781
C: -1.4919 10.1553 4.2049  -0.975
C: -0.8012 -4.9783 3.6170  -0.516
C: -5.3622 -1.9550 5.3763  -1.299
C: -4.7722 1.4767 0.6001  -1.164
C: -0.5627 1.3863 -1.3040  -1.062
C: 6.1155 2.3695 4.5172  -0.936
C: 8.1081 1.8601 1.9655  -1.222
C: -7.7470 -2.8934 5.1776  -0.412
C: -1.6400 -5.5808 -10.7651  -0.891
C: 5.1005 -2.1738 -1.7230  0.688
C: -4.2456 -2.4307 0.2220  -1.120
C: 1.3594 -5.5350 3.4274  0.689
C: -4.9857 0.8033 -1.8318  -0.867
H: -2.3061 10.5361 4.8216  0.287
H: 5.9478 2.5668 -0.6793  0.324
H: 3.8604 3.4170 4.6004  0.378
H: -4.4270 5.2655 4.9830  0.282
H: 4.1513 -3.4174 0.6870  0.225
H: 1.2342 -3.0832 -9.7578  0.381
H: -2.7659 7.8962 0.9024  0.309
H: -4.7994 1.5662 -2.5876  0.254
H: -2.9700 6.1012 0.5365  0.449
H: -1.0710 -6.3580 -11.2754  0.200
H: -3.1448 -4.4273 -8.8595  0.312
H: 3.1277 2.8438 3.0368  0.306
H: -0.8808 -4.7122 1.4083  0.361
H: -4.1809 6.8624 1.4537  0.333
H: -4.6328 -3.3789 -0.1509  0.447
H: -1.0684 2.3248 -1.5313  0.378
H: -6.4770 -2.7036 6.9848  0.196
H: 2.7533 -4.1270 -8.2563  0.402
H: -5.0151 -2.3403 4.4176  0.276
H: -5.7434 0.9905 0.6922  0.439
H: -4.6684 2.5527 0.4597  0.336
H: -0.9394 -3.8972 3.6054  0.303
H: -1.9722 4.7758 2.2664  0.492
H: -0.1841 7.3078 4.9677  0.258
H: -6.0226 1.0185 -1.5736  0.375
H: -0.3638 -8.9238 -9.0322  0.300
H: -0.2892 1.4372 -0.2500  0.331
H: 5.7608 1.5098 5.0857  0.371
H: 7.8135 0.9744 2.5283  0.276
H: 2.8860 -2.0188 0.1571  0.241
H: 1.5077 -8.7890 -9.3922  0.359
H: -2.7863 -0.4163 -3.0779  0.293
H: 6.5756 -2.5416 1.5698  0.325
H: -4.9571 -0.1564 -2.3478  0.286
H: -1.9532 7.9203 6.5371  0.364
H: -5.0788 -1.8236 0.5761  0.273
H: -2.8019 -5.6333 -7.5219  0.310
H: 5.5379 -1.1580 1.9111  0.034
H: 2.3197 -5.1040 -7.0708  0.326
H: -7.6723 -2.6250 4.1239  0.273
H: -2.1044 -2.3584 -2.4560  0.379
H: -2.9866 4.7968 4.3133  0.152
H: 6.3898 5.7013 4.7208  0.362
H: 1.9127 -3.4619 -6.8755  0.382
H: 7.1530 2.1985 4.2300  0.210
H: 6.0298 3.2446 5.1613  0.287
H: 7.7183 2.7300 -0.5172  0.415
H: -3.7272 7.7419 6.9379  0.256
H: -3.7384 -2.6429 1.1632  0.318
H: 1.3830 -5.3847 -10.6811  0.243
H: -1.6674 10.3552 3.1479  0.331
H: 7.5463 5.5744 1.3271  0.400
H: -0.7774 -7.5533 2.8152  0.321
H: -3.9178 -2.2640 -2.6868  0.314
H: -2.4639 1.3027 -3.2958  0.293
H: -2.7093 6.4605 7.2977  0.360
H: -0.8213 5.5159 3.2996  0.368
H: -3.0240 -3.5251 -1.7518  0.461
H: 0.2222 -2.4274 -8.4382  0.281
H: -0.6188 10.7775 4.4011  0.328
H: -4.2619 1.1476 1.5052  0.300
H: 0.2564 -8.7431 -10.5919  0.320
H: 4.8005 5.4225 3.9821  0.239
H: -5.4934 -0.8751 5.3070  0.367
H: -1.2387 0.2125 -3.7264  0.302
H: 4.0006 -0.5599 0.4623  0.231
H: 1.1111 -6.9399 -11.5281  0.437
H: -2.6713 -5.4754 -11.1018  0.400
H: -0.6911 5.7280 1.5959  0.371
H: 2.5361 -6.5428 -10.5256  0.319
H: -0.2229 -7.4164 1.1885  0.353
H: 0.3661 1.4078 -1.8740  0.282
H: -0.6189 -3.3684 -9.6762  0.198
H: -3.0172 4.7732 6.1284  0.374
H: -0.0983 7.8572 3.2617  0.321
H: 3.5631 1.7677 4.4017  0.306
H: -1.9209 -7.0664 1.6015  0.374
H: -1.6262 -5.4738 4.1288  0.336
H: -3.5700 -6.1196 -9.1038  0.376
H: 5.0725 -2.7095 2.6192  0.322
H: 6.9223 1.1573 -0.3807  0.354
H: -4.4946 -2.2276 5.9772  0.349
H: -1.0018 -4.7318 -11.0101  0.309
H: 8.6658 4.7636 2.3646  0.266
H: 8.5395 2.5534 2.6875  0.373
H: 5.9236 6.6916 3.2233  0.442
H: 0.6844 8.8959 4.3683  0.351
H: -8.4201 -2.1397 5.5862  0.305
H: 7.9860 6.2553 2.8047  0.453
H: 8.9306 1.6232 1.2906  0.435

Forces on the atoms, in the same order (eV/Å):
P 0.28 0.74 1.03
P -1.14 1.12 -0.35
P 1.64 -1.57 -0.40
P -0.31 -0.63 1.51
O -3.51 2.49 -0.49
O -1.25 -0.58 -0.03
O -4.45 4.03 -1.47
O 3.26 -0.28 1.51
O -1.34 -0.58 0.36
O -3.39 -0.40 -0.43
O 3.10 -2.40 0.24
O 0.13 0.50 -2.76
O -0.78 -1.07 -1.01
O -0.30 -0.02 -0.73
O 2.17 5.30 -0.37
O 0.15 -0.45 0.00
O -0.61 -0.40 -0.33
N -0.14 -0.24 -0.25
N 1.93 -0.44 2.90
N -0.49 0.28 0.96
N 1.49 -0.28 -1.94
N 0.45 0.69 0.82
N -1.71 -2.15 1.77
N 2.64 -0.55 -1.35
N -0.39 0.62 0.35
N -0.63 0.14 -0.10
N 2.28 0.69 0.39
N -0.22 0.71 0.38
N -0.57 -2.51 -0.56
C -0.99 0.41 0.96
C 0.02 -1.28 1.32
C -0.43 0.30 0.65
C 1.49 -0.88 -0.85
C -0.43 0.72 1.66
C 3.01 -6.00 1.55
C -0.62 0.95 -0.73
C 0.33 -0.08 -1.87
C -3.84 3.02 -0.49
C 0.69 1.43 -1.13
C 0.62 -0.44 -0.24
C 3.53 -4.85 1.92
C -1.45 -1.07 -1.46
C -1.13 0.43 -0.15
C 0.82 -2.62 -0.86
C 0.67 -1.02 0.48
C 0.80 0.81 0.60
C 0.53 1.01 -0.84
C 0.38 -1.44 1.14
C 0.02 0.58 -0.03
C 0.02 -0.38 1.69
C 0.97 0.91 -0.98
C 0.40 1.46 -2.04
C -1.75 0.54 -0.89
C -0.72 0.41 -0.48
C 1.00 -2.39 -0.21
C 1.45 -1.80 -1.23
C -0.98 1.13 0.95
C -1.03 -0.04 -0.57
C -0.98 1.15 0.51
C 0.10 -0.13 0.92
C 0.80 0.29 -0.04
C 2.88 -0.07 -0.16
C 0.58 0.82 0.83
C 3.55 1.66 -2.33
C 0.45 -0.30 0.96
H -0.08 0.40 -0.37
H -0.05 0.36 0.62
H -0.83 0.66 0.14
H -0.38 -0.10 1.02
H -0.02 -0.21 0.14
H -0.55 1.15 -0.92
H -0.63 -0.19 -0.88
H 0.78 0.24 0.17
H 0.76 0.10 0.19
H -0.66 -0.64 0.03
H -0.43 0.23 0.57
H 0.15 0.10 0.10
H -0.72 -0.39 0.06
H -0.13 0.70 -0.23
H 0.17 0.27 -0.43
H 0.31 0.64 0.05
H -0.67 -0.51 0.12
H 0.27 0.82 -0.35
H -0.40 0.24 -0.47
H -0.53 0.96 -0.11
H -0.73 -0.04 0.27
H -0.06 0.01 0.29
H 0.05 -0.42 -0.19
H 1.19 -0.05 0.05
H -0.07 -0.35 0.44
H 0.58 0.44 0.85
H -0.16 -0.31 0.01
H 0.08 -0.14 0.03
H -0.05 -0.22 -0.26
H -0.84 1.49 -0.33
H -0.43 -1.12 0.61
H 0.22 0.23 -0.37
H -0.19 -0.29 0.23
H -0.02 -0.12 0.10
H -0.31 0.26 0.79
H -0.30 0.30 -0.55
H 0.17 0.00 -0.30
H 0.26 0.15 0.32
H -1.21 -0.71 0.09
H 0.28 -0.69 -0.17
H -0.13 0.92 0.08
H 0.48 -0.40 0.28
H -0.27 0.92 0.21
H -0.93 0.34 -0.23
H -0.34 0.18 -0.02
H 0.30 0.13 0.25
H -0.11 -0.18 -0.85
H -0.24 0.48 -0.69
H 0.38 -0.24 0.02
H -0.65 -0.02 -0.10
H -0.48 0.50 -0.14
H -0.14 -0.10 -0.38
H 0.10 0.33 0.32
H 0.21 -0.24 -0.31
H -0.28 0.31 0.23
H 0.58 -0.08 -0.04
H -0.12 0.36 0.25
H -0.62 -0.19 -0.08
H 0.00 0.11 0.05
H 0.52 -0.97 0.66
H 0.40 0.32 -0.12
H 0.02 0.05 -0.37
H -0.07 0.49 -0.13
H -0.57 -0.28 0.42
H 0.41 -0.51 0.42
H -0.56 0.24 -0.27
H 0.20 0.12 -0.26
H 0.25 0.00 -0.36
H -0.17 0.85 -0.33
H 0.22 -0.92 0.34
H -0.06 0.47 -0.22
H -0.19 -0.93 -0.39
H 0.40 0.17 -0.29
H -0.42 -0.11 -0.23
H 0.93 -0.75 -0.12
H -0.10 -0.46 -0.33
H -0.06 -0.15 -0.13
H 0.18 0.03 0.02
H -0.79 0.07 0.68
H 0.38 -0.09 -0.01
H 0.03 -0.17 0.50
H 0.21 0.73 0.33
H -0.61 0.66 -0.47
H -0.28 -0.74 0.34
H 0.03 0.02 0.10
H -0.51 0.15 0.53
H -0.33 -0.06 0.91
H -0.38 -0.60 0.35
H -0.27 -0.03 0.50
H -0.45 0.02 -0.46